(1)
{"formula": "C3H3P", "method": "the ωB97M-V functional and the def2-TZVPD basis", "relative_energy_ev": 2.183, "orbital_gap_ev": [7.3, 8.1], "spin_multiplicity": 1, "charge": 0, "smiles": "[H]/P=C/C#C", "homo_ev": [-8.412, -8.824], "species": ["H", "P", "C", "C", "C", "H", "H"], "coordinates": [[-2.5879, -0.9841, -0.2364], [-2.3499, 0.2843, 0.0766], [-0.3155, -0.4073, 0.0560], [0.8131, 0.3112, 0.2766], [1.8671, 0.8590, 0.0438], [-0.2925, -1.4774, -0.3361], [2.8655, 1.4142, 0.1194]], "atomic_forces_ev_per_a": [[-0.85, -2.11, -0.60], [4.93, 0.62, 0.62], [-5.16, -0.59, -0.47], [0.01, -0.21, -0.96], [3.09, 1.89, 0.93], [0.21, 1.63, 0.80], [-2.23, -1.24, -0.31]], "lowdin_charge": [-0.289, 0.714, -0.333, -0.320, 0.101, 0.053, 0.074]}

(2)
{"formula": "C3H5ClOS", "method": "the ωB97M-V functional and the def2-TZVPD basis", "relative_energy_ev": 1.449, "orbital_gap_ev": 8.2, "spin_multiplicity": 1, "charge": 0, "smiles": "OCC(=S)CCl", "homo_ev": -9.031, "species": ["O", "C", "C", "S", "C", "Cl", "H", "H", "H", "H", "H"], "coordinates": [[1.5973, -0.6923, 1.1778], [0.3656, -1.2109, 0.7743], [-0.5603, -0.0943, 0.4254], [-2.1209, -0.4934, 0.0821], [-0.0708, 1.2844, 0.0777], [1.2159, 0.8340, -1.2328], [2.2684, -0.5886, 0.4382], [-0.1341, -1.7047, 1.6456], [0.2091, -2.0589, -0.0373], [0.6020, 1.7790, 0.7676], [-0.8655, 1.9542, -0.2567]], "atomic_forces_ev_per_a": [[1.90, -0.77, -0.76], [-1.14, -1.06, 0.03], [-2.26, -0.13, -1.44], [0.71, 0.55, 0.47], [1.39, -0.85, -0.25], [-0.99, 0.94, -0.24], [-1.61, -0.32, 1.15], [0.72, 0.37, -0.33], [1.21, 1.79, 1.23], [-0.29, -0.16, 0.54], [0.35, -0.35, -0.40]], "lowdin_charge": [-0.123, -0.380, -0.841, 0.730, -0.446, 0.557, 0.084, 0.123, 0.157, 0.066, 0.073]}

(3)
{"formula": "C5H14O", "method": "the ωB97M-V functional and the def2-TZVPD basis", "relative_energy_ev": 0.838, "orbital_gap_ev": 11.4, "spin_multiplicity": 1, "charge": 0, "smiles": "CCCCC.O", "homo_ev": -10.599, "species": ["C", "C", "C", "C", "C", "H", "H", "H", "H", "H", "H", "H", "H", "H", "H", "H", "H", "O", "H", "H"], "coordinates": [[-0.0616, 0.0272, -2.4085], [-0.6544, -0.7425, -1.2241], [0.1807, -1.1037, -0.0907], [-0.6358, -1.3174, 1.3079], [-0.6099, -0.0812, 2.1418], [0.8947, -0.4213, -2.7263], [0.1220, 1.0734, -2.1114], [-0.7551, 0.0215, -3.2661], [-1.6353, -0.3293, -0.9198], [-0.8367, -1.7226, -1.7053], [0.6758, -2.0548, -0.3656], [0.9702, -0.3388, 0.0401], [-1.6885, -1.5178, 1.0303], [-0.3090, -2.1234, 1.9927], [-1.2635, -0.2167, 3.0199], [-1.0193, 0.7334, 1.5209], [0.3935, 0.2138, 2.4923], [2.0009, 3.2633, 0.0319], [2.3116, 2.5657, 0.6525], [1.9196, 4.0713, 0.5876]], "atomic_forces_ev_per_a": [[0.28, 0.72, 0.53], [-2.11, -0.96, -2.59], [1.46, -0.88, 3.02], [0.56, -0.33, -1.39], [-0.52, 1.18, 0.21], [-0.32, 0.18, 0.09], [0.10, -0.25, -0.31], [0.28, 0.00, 0.38], [0.43, 0.02, -0.20], [-0.90, 0.30, 0.25], [0.15, 0.51, 0.45], [-0.18, -0.33, 0.38], [0.46, -0.14, 0.12], [0.20, -0.11, -1.01], [0.26, 0.25, -0.22], [0.17, 0.09, 0.48], [-0.31, -0.22, -0.19], [0.23, 0.10, 1.20], [-0.34, 0.77, -0.64], [0.10, -0.90, -0.57]], "lowdin_charge": [-0.111, -0.332, -0.229, -0.249, -0.159, 0.076, 0.071, 0.072, 0.115, 0.108, 0.109, 0.105, 0.101, 0.101, 0.074, 0.077, 0.074, -0.092, 0.042, 0.047]}